Entry 1:
This record from the Open Molecules 2025 dataset describes 2 unconnected molecules or ions with the total composition CH3ClN2O2. The level of theory is wB97M-V/def2-TZVPD.

Each line ends with the Löwdin charge.
Element x y z (Å)
Cl 0.732 -0.032 -2.147  0.63
O -0.306 -1.478 1.072  0.03
O 0.668 -2.353 -0.642  0.02
N 0.110 -1.457 -0.060  -0.58
N -0.193 -0.342 -0.771  -0.44
C -0.248 1.341 0.574  0.22
H -0.534 2.067 -0.160  0.04
H -1.000 0.943 1.229  0.04
H 0.772 1.310 0.905  0.05

Computed properties:
E_LUMO (spin up / spin down), eV: -1.30 / -1.30
Multiplicity: 1
E, eV: -20676.4688
ΔE to the lowest compared entry with this formula, charge and spin, kJ/mol: 433.8


Entry 2:
This record from the Open Molecules 2025 dataset describes a molecular structure, CH3ClNO. The level of theory is wB97M-V/def2-TZVPD.

Each line ends with the Löwdin charge.
Element x y z (Å)
Cl -0.683 1.938 1.943  -0.32
O 0.959 0.316 -0.756  -0.16
N 0.615 -0.235 0.583  -0.06
C -0.135 -0.479 -0.557  -0.36
H 0.190 0.667 1.288  -0.18
H 0.116 -1.933 -1.702  0.07
H -1.062 -0.274 -0.799  0.00

Computed properties:
Total charge: -1
E_LUMO, eV: 4.23
Multiplicity: 1
E, eV: -17141.8198
ΔE to the lowest compared entry with this formula, charge and spin, kJ/mol: 659.5


Entry 3:
This record from the Open Molecules 2025 dataset describes 2 unconnected molecules or ions with the total composition CH3ClO2S. The level of theory is wB97M-V/def2-TZVPD.

Each line ends with the Löwdin charge.
Element x y z (Å)
Cl -1.133 -0.008 1.862  0.30
S 0.691 -0.854 2.314  -0.05
O 1.112 0.448 -0.173  -0.05
O -0.202 -0.723 -1.610  0.03
C 0.200 0.369 -0.917  -0.49
H -0.631 1.124 1.291  -0.06
H -0.319 1.271 -1.242  0.14
H 0.282 -1.627 -1.525  0.18

Computed properties:
E_LUMO, eV: -0.05
Multiplicity: 1
E, eV: -28535.1790
ΔE to the lowest compared entry with this formula, charge and spin, kJ/mol: 337.6


Entry 4:
This record from the Open Molecules 2025 dataset describes 2 unconnected molecules or ions with the total composition CH3ClO3P. The level of theory is wB97M-V/def2-TZVPD.

Each line ends with the Löwdin charge.
Element x y z (Å)
Cl -0.835 1.985 -0.030  0.34
P 0.059 -0.621 1.136  0.45
O -1.046 2.932 -1.306  -1.01
O -1.224 -1.078 1.622  -0.32
O 1.083 -0.217 2.071  -0.32
C 0.476 -0.815 -0.614  -0.20
H 1.057 -1.621 -0.720  -0.01
H 0.858 0.125 -1.047  0.05
H -0.428 -0.690 -1.112  0.01

Computed properties:
Total charge: -1
E_LUMO, eV: 3.50
Multiplicity: 1
E, eV: -29039.2156
ΔE to the lowest compared entry with this formula, charge and spin, kJ/mol: 292.8


Entry 5:
This record from the Open Molecules 2025 dataset describes a molecular structure, CH3ClO3S. The level of theory is wB97M-V/def2-TZVPD.

Each line ends with the Löwdin charge.
Element x y z (Å)
Cl -2.088 0.982 1.675  0.47
S -0.436 0.887 0.555  0.28
O 0.699 1.500 1.094  -0.26
O -0.205 -0.803 0.556  -0.31
O -0.862 1.247 -0.737  -0.31
C 0.599 -0.923 -0.624  -0.13
H -0.136 -1.070 -1.320  0.06
H 1.307 -1.806 -0.425  0.14
H 1.122 -0.014 -0.773  0.06

Computed properties:
E_LUMO, eV: 0.03
Multiplicity: 1
E, eV: -30584.0386
ΔE to the lowest compared entry with this formula, charge and spin, kJ/mol: 59.4


Entry 6:
This record from the Open Molecules 2025 dataset describes a molecular structure, CH3ClO3S. The level of theory is wB97M-V/def2-TZVPD.

Each line ends with the Löwdin charge.
Element x y z (Å)
Cl 1.175 0.081 -2.144  0.24
S 1.305 -0.062 -0.048  0.36
O 2.113 -1.184 0.325  -0.38
O 1.616 1.239 0.368  -0.37
O -1.296 0.754 0.819  -0.04
C -0.947 -0.387 0.206  -0.16
H -0.772 -1.245 0.997  0.13
H -1.338 -0.545 -0.876  0.12
H -1.857 1.348 0.354  0.10

Computed properties:
E_LUMO, eV: -0.38
Multiplicity: 1
E, eV: -30583.5729
ΔE to the lowest compared entry with this formula, charge and spin, kJ/mol: 104.4